{"formula": "C5H7NO", "method": "ωB97M-V/def2-TZVPD", "e_above_lowest_kj_mol": 192.90, "total_charge": 0, "homo_energy_ev": -9.441, "energy_ev": -8834.204, "homo_lumo_gap_ha": 0.3823, "symbols": ["C", "C", "N", "C", "C", "C", "O", "H", "H", "H", "H", "H", "H", "H"], "xyz": [[1.32895, -1.35325, -0.01252], [0.29212, -0.31265, 0.26900], [-0.80078, -0.46904, 1.22844], [-1.14709, -0.20040, -0.14868], [-1.00007, 1.27363, -0.52922], [0.44514, 1.16880, 0.00135], [1.37252, 1.92927, 0.06454], [1.88403, -1.04723, -0.90597], [0.86243, -2.32220, -0.20931], [2.04378, -1.46239, 0.80738], [-0.92232, 0.33052, 1.84868], [-1.73493, -0.94637, -0.67304], [-1.69165, 2.01634, -0.12299], [-0.93213, 1.39497, -1.61766]], "nbo_charge": [-0.6180, -0.0222, -0.5502, -0.0648, -0.5296, 0.5923, -0.5108, 0.2225, 0.2257, 0.2272, 0.3554, 0.2142, 0.2219, 0.2362]}

=====

{"formula": "C5H7NO", "method": "ωB97M-V/def2-TZVPD", "e_above_lowest_kj_mol": 18.88, "total_charge": 0, "homo_energy_ev": -9.401, "energy_ev": -8836.007, "homo_lumo_gap_ha": 0.3778, "symbols": ["O", "C", "C", "C", "C", "C", "N", "H", "H", "H", "H", "H", "H", "H"], "xyz": [[-2.37737, -1.18066, -0.26059], [-1.32556, -0.57377, -0.16322], [-0.78671, -0.04336, 1.16100], [0.72033, -0.08892, 1.22676], [1.41986, 0.21015, 0.13643], [0.65961, 0.55013, -1.12383], [-0.52618, -0.28565, -1.22952], [-1.27580, -0.58840, 1.96944], [-1.11785, 1.00418, 1.23391], [1.19976, -0.35812, 2.16516], [2.50673, 0.21949, 0.11707], [1.27331, 0.40285, -2.01602], [0.37786, 1.61585, -1.10166], [-0.88316, -0.54481, -2.13690]], "nbo_charge": [-0.6150, 0.6855, -0.5554, -0.1689, -0.2041, -0.2596, -0.6176, 0.2470, 0.2374, 0.2160, 0.2162, 0.2158, 0.1939, 0.4085]}

=====

{"formula": "C5H7NO", "method": "ωB97M-V/def2-TZVPD", "e_above_lowest_kj_mol": 435.94, "total_charge": 0, "homo_energy_ev": -9.532, "energy_ev": -8831.685, "homo_lumo_gap_ha": 0.3877, "symbols": ["C", "N", "C", "C", "C", "C", "O", "H", "H", "H", "H", "H", "H", "H"], "xyz": [[0.07232, 0.96019, 1.49163], [1.12951, -0.07267, 1.51691], [0.29064, 0.04191, 0.37065], [-0.56915, -0.96689, -0.36093], [-0.77650, 0.07083, -1.49074], [0.71511, 0.04095, -1.08719], [0.64362, -1.43224, -1.06465], [-0.83476, 0.80190, 2.07383], [0.44082, 1.98410, 1.50115], [0.88537, -0.87781, 2.08509], [-1.23774, -1.72272, 0.05005], [-1.30444, 1.00288, -1.27519], [-1.08208, -0.38519, -2.43761], [1.62727, 0.55475, -1.37299]], "nbo_charge": [-0.2665, -0.5721, 0.0405, 0.0636, -0.4036, 0.0736, -0.5126, 0.1939, 0.2037, 0.3559, 0.1953, 0.2022, 0.2215, 0.2046]}

=====

{"formula": "C5H7NO", "method": "ωB97M-V/def2-TZVPD", "e_above_lowest_kj_mol": 2.94, "total_charge": 0, "homo_energy_ev": -8.376, "energy_ev": -8836.172, "homo_lumo_gap_ha": 0.3389, "symbols": ["C", "C", "C", "N", "C", "O", "C", "H", "H", "H", "H", "H", "H", "H"], "xyz": [[1.88704, 0.30780, -0.64329], [0.52293, 0.05390, -0.08260], [0.22511, -0.60194, 1.04152], [-1.16632, -0.69766, 1.23733], [-1.85201, -0.09381, 0.20467], [-3.05686, -0.03243, 0.08272], [-0.77558, 0.47807, -0.72126], [1.94472, 1.28686, -1.13883], [2.15542, -0.46339, -1.37768], [2.65521, 0.28218, 0.13969], [0.91349, -1.03842, 1.75397], [-1.63790, -1.15789, 2.00050], [-0.88998, 1.56934, -0.75498], [-0.92525, 0.10738, -1.74176]], "nbo_charge": [-0.6305, -0.0462, -0.0296, -0.6239, 0.6846, -0.5942, -0.5404, 0.2171, 0.2183, 0.2208, 0.2123, 0.4169, 0.2479, 0.2469]}

=====

{"formula": "C5H7NO", "method": "ωB97M-V/def2-TZVPD", "e_above_lowest_kj_mol": 328.49, "total_charge": 0, "homo_energy_ev": -8.705, "energy_ev": -8832.798, "homo_lumo_gap_ha": 0.3389, "symbols": ["C", "C", "C", "N", "C", "C", "O", "H", "H", "H", "H", "H", "H", "H"], "xyz": [[0.61460, -0.89734, 1.07486], [1.17603, 0.37592, -0.93903], [0.00083, -0.26685, -0.18423], [-0.70496, -1.29223, -0.94626], [-0.88105, 0.90514, 0.18218], [-0.25737, 1.99937, -0.20957], [0.96372, 1.67226, -0.87667], [1.35555, -1.65101, 0.78945], [1.11563, -0.14394, 1.68988], [-0.17474, -1.37061, 1.66816], [-0.20958, -2.17548, -0.87127], [-0.70885, -1.05094, -1.93379], [-1.82865, 0.83658, 0.69905], [-0.46117, 3.05914, -0.14276]], "nbo_charge": [-0.5986, 0.2967, -0.1032, -0.8069, -0.2385, 0.0675, -0.4713, 0.2226, 0.2241, 0.2233, 0.3647, 0.3660, 0.2393, 0.2144]}

=====

{"formula": "C5H7NO", "method": "ωB97M-V/def2-TZVPD", "e_above_lowest_kj_mol": 496.94, "total_charge": 0, "homo_energy_ev": -8.931, "energy_ev": -8831.052, "homo_lumo_gap_ha": 0.3419, "symbols": ["C", "C", "C", "O", "C", "N", "C", "H", "H", "H", "H", "H", "H", "H"], "xyz": [[0.73042, -0.07928, -1.42066], [0.15969, -1.18514, -0.59409], [0.69204, -0.32049, 2.14107], [0.68747, 0.83952, 1.51998], [-0.53633, 1.38411, 1.05065], [-1.11949, 1.03651, 0.00514], [-0.68590, 0.02929, -0.91332], [1.47021, 0.55521, -0.93986], [0.87983, -0.23073, -2.48494], [-0.14432, -2.11228, -1.06780], [0.60384, -1.33273, 0.38774], [-0.38634, -0.61137, 2.27294], [-0.89967, 2.17166, 1.70683], [-1.45145, -0.14429, -1.66367]], "nbo_charge": [-0.4127, -0.4151, 0.1210, -0.5145, 0.3658, -0.3915, -0.1036, 0.2293, 0.2231, 0.2240, 0.2206, 0.0604, 0.1814, 0.2119]}

=====

{"formula": "C5H7NO", "method": "ωB97M-V/def2-TZVPD", "e_above_lowest_kj_mol": 172.75, "total_charge": 0, "homo_energy_ev": -9.858, "energy_ev": -8834.412, "homo_lumo_gap_ha": 0.3987, "symbols": ["H", "N", "C", "C", "C", "C", "C", "O", "H", "H", "H", "H", "H", "H"], "xyz": [[-0.44796, 2.21956, 1.28460], [0.27072, 1.50223, 1.43874], [0.56640, 1.02608, 0.30931], [1.45070, -0.16898, 0.10062], [0.53889, -1.35016, -0.16637], [-0.75356, -1.12716, -0.38420], [-1.29390, 0.29373, -0.47493], [-0.21409, 1.27198, -0.79137], [2.01988, -0.30824, 1.01745], [2.12994, -0.03307, -0.74806], [0.96905, -2.35305, -0.18444], [-1.46175, -1.94434, -0.53265], [-1.87228, 0.49634, 0.46862], [-1.90204, 0.47506, -1.33732]], "nbo_charge": [0.3413, -0.6578, 0.5670, -0.5224, -0.1597, -0.2312, -0.1192, -0.5356, 0.2399, 0.2340, 0.2156, 0.2203, 0.1973, 0.2103]}

=====

{"formula": "C5H7NO", "method": "ωB97M-V/def2-TZVPD", "e_above_lowest_kj_mol": 245.39, "total_charge": 0, "homo_energy_ev": -9.543, "energy_ev": -8833.659, "homo_lumo_gap_ha": 0.3894, "symbols": ["O", "C", "C", "N", "C", "C", "C", "H", "H", "H", "H", "H", "H", "H"], "xyz": [[1.51850, -0.49114, -1.61643], [0.51890, 0.08415, -1.28217], [-0.96154, -0.27451, -1.36116], [-1.01425, 0.10858, 0.08207], [-0.20047, -0.72892, 1.03493], [0.79083, 0.44371, 1.23276], [0.19774, 0.98060, -0.06199], [-1.54089, 0.47450, -1.91432], [-1.25814, -1.28212, -1.66301], [0.29318, -1.59577, 0.57346], [-0.77363, -1.06204, 1.90154], [1.86080, 0.22648, 1.22649], [0.53543, 1.06965, 2.09106], [0.03355, 2.04683, -0.24321]], "nbo_charge": [-0.5210, 0.5699, -0.3390, -0.3764, -0.2393, -0.4264, -0.1589, 0.2192, 0.2154, 0.1926, 0.2075, 0.2260, 0.2177, 0.2127]}

=====

{"formula": "C5H7NO", "method": "ωB97M-V/def2-TZVPD", "e_above_lowest_kj_mol": 196.72, "total_charge": 0, "homo_energy_ev": -9.482, "energy_ev": -8834.164, "homo_lumo_gap_ha": 0.3852, "symbols": ["C", "C", "N", "C", "C", "C", "O", "H", "H", "H", "H", "H", "H", "H"], "xyz": [[-1.96208, 0.04046, 0.11438], [-0.46615, -0.11724, -0.02041], [0.15472, -1.05836, 0.90938], [0.66996, 0.29385, 0.88651], [1.65703, 0.49278, -0.26191], [0.52066, -0.00626, -1.18865], [0.47792, -0.20217, -2.37602], [-2.33223, 1.00642, -0.23767], [-2.23153, -0.07198, 1.17303], [-2.48443, -0.75416, -0.43012], [0.71216, -1.79694, 0.48437], [0.61035, 0.84276, 1.81944], [2.60024, -0.06021, -0.18778], [1.87194, 1.53272, -0.54836]], "nbo_charge": [-0.6172, -0.0217, -0.5629, -0.0637, -0.5297, 0.5959, -0.5104, 0.2178, 0.2317, 0.2257, 0.3582, 0.2171, 0.2227, 0.2364]}

=====

{"formula": "C5H7NO", "method": "ωB97M-V/def2-TZVPD", "e_above_lowest_kj_mol": 174.39, "total_charge": 0, "homo_energy_ev": -9.785, "energy_ev": -8834.395, "homo_lumo_gap_ha": 0.3908, "symbols": ["C", "C", "C", "C", "N", "C", "O", "H", "H", "H", "H", "H", "H", "H"], "xyz": [[2.49783, 1.28702, -0.09092], [1.85849, 0.27201, -0.18853], [1.06870, -0.95899, -0.29853], [-0.37690, -0.84089, 0.22636], [-0.95438, 0.47455, 0.03659], [-2.30423, 0.62493, 0.05633], [-3.09800, -0.29500, 0.02883], [3.09393, 2.17078, -0.01247], [1.57146, -1.73411, 0.28734], [1.08398, -1.30699, -1.33830], [-1.01684, -1.54516, -0.30830], [-0.42485, -1.12207, 1.28873], [-0.38177, 1.28843, 0.21500], [-2.61741, 1.68552, 0.09789]], "nbo_charge": [-0.2627, 0.0022, -0.4927, -0.2137, -0.6210, 0.5295, -0.6126, 0.2435, 0.2430, 0.2403, 0.2345, 0.1921, 0.4066, 0.1110]}

=====

{"formula": "C5H7NO", "method": "ωB97M-V/def2-TZVPD", "e_above_lowest_kj_mol": 244.39, "total_charge": 0, "homo_energy_ev": -9.137, "energy_ev": -8833.670, "homo_lumo_gap_ha": 0.3664, "symbols": ["C", "C", "N", "C", "C", "C", "O", "H", "H", "H", "H", "H", "H", "H"], "xyz": [[-1.70757, 1.34297, -0.30043], [-0.92191, 1.19016, 0.72924], [-0.08116, 0.91347, 1.58248], [0.98029, 0.03282, 1.01583], [0.50226, -0.82308, -0.12775], [1.00638, -0.77536, -1.35672], [-0.51780, -1.68466, 0.17005], [-1.47135, 2.09732, -1.03783], [-2.48556, 0.61432, -0.48756], [1.80427, 0.67220, 0.68990], [1.34960, -0.60917, 1.82089], [0.65906, -1.45749, -2.12445], [1.76583, -0.04617, -1.61179], [-0.88234, -1.46734, 1.03814]], "nbo_charge": [-0.6171, 0.4036, -0.4451, -0.2991, 0.2980, -0.4897, -0.6825, 0.2460, 0.2485, 0.2218, 0.2137, 0.2142, 0.2068, 0.4807]}

=====

{"formula": "C5H7NO", "method": "ωB97M-V/def2-TZVPD", "e_above_lowest_kj_mol": 10.49, "total_charge": 0, "homo_energy_ev": -8.390, "energy_ev": -8836.094, "homo_lumo_gap_ha": 0.3391, "symbols": ["C", "C", "C", "N", "C", "O", "C", "H", "H", "H", "H", "H", "H", "H"], "xyz": [[1.76295, -0.70589, -0.70743], [0.42627, -0.28775, -0.18371], [-0.68634, -1.02136, -0.06684], [-1.75287, -0.26400, 0.44130], [-1.36150, 1.02672, 0.74197], [-2.05300, 1.89318, 1.23417], [0.08346, 1.09669, 0.28139], [2.00475, -0.20161, -1.65083], [1.80313, -1.78387, -0.88988], [2.56774, -0.46048, -0.00520], [-0.83825, -2.06228, -0.32446], [-2.67632, -0.60773, 0.64216], [0.76656, 1.53990, 1.01213], [-0.08554, 1.83396, -0.54190]], "nbo_charge": [-0.6261, -0.0515, -0.0241, -0.6234, 0.6848, -0.5974, -0.5440, 0.2167, 0.2196, 0.2161, 0.2129, 0.4148, 0.2493, 0.2524]}

=====

{"formula": "C5H7NO", "method": "ωB97M-V/def2-TZVPD", "e_above_lowest_kj_mol": 431.53, "total_charge": 0, "homo_energy_ev": [-7.264, -7.264], "energy_ev": -8831.730, "homo_lumo_gap_ha": [0.2953, 0.2954], "symbols": ["C", "C", "C", "C", "C", "N", "O", "H", "H", "H", "H", "H", "H", "H"], "xyz": [[0.22602, -0.44340, -0.05039], [0.96182, -0.71704, -1.29700], [-0.37086, 0.70913, 0.19376], [0.76126, 0.66994, -3.28444], [-0.74045, 0.03981, 2.42937], [0.68182, -0.09123, -2.32345], [-0.97727, 0.95629, 1.36939], [0.24756, -1.27179, 0.64263], [1.49882, -1.69842, -1.39847], [0.03809, 0.84924, -4.04789], [-0.21790, 1.52680, -0.52798], [-0.92491, -1.04092, 2.19641], [-1.43952, 0.48145, 3.18252], [0.25551, 0.03012, 2.91552]], "nbo_charge": [-0.3600, -0.0496, 0.1532, -0.0401, -0.2707, -0.2945, -0.4922, 0.2109, 0.1977, 0.1771, 0.1999, 0.1778, 0.2059, 0.1845]}

=====

{"formula": "C5H7NO", "method": "ωB97M-V/def2-TZVPD", "e_above_lowest_kj_mol": 667.87, "total_charge": 0, "homo_energy_ev": [-7.046, -7.141], "energy_ev": -8829.281, "homo_lumo_gap_ha": [0.2442, 0.2490], "symbols": ["O", "C", "N", "C", "C", "C", "C", "H", "H", "H", "H", "H", "H", "H"], "xyz": [[-2.89863, -0.60679, 0.03265], [-2.29700, 0.31652, 0.57018], [-0.82686, 0.43863, 0.21948], [-0.24852, -0.67502, 0.03891], [1.07209, -0.86531, -0.58678], [2.00960, 0.24924, -0.51888], [2.79142, 1.16261, -0.49599], [-2.73222, 1.34556, 0.58393], [-0.33946, 1.31989, 0.36543], [-0.92118, -1.52871, 0.11326], [-1.39308, -0.30780, 2.05866], [1.53493, -1.81129, -0.29650], [0.75306, -1.00152, -1.63111], [3.49585, 1.96400, -0.45324]], "nbo_charge": [-0.6902, 0.3665, -0.4690, 0.2733, -0.5511, -0.0442, -0.1871, 0.1472, 0.4317, 0.2520, -0.3229, 0.2659, 0.2820, 0.2458]}

=====

{"formula": "C5H7NO", "method": "ωB97M-V/def2-TZVPD", "e_above_lowest_kj_mol": 348.11, "total_charge": 0, "homo_energy_ev": [-8.236, -8.235], "energy_ev": -8832.595, "homo_lumo_gap_ha": [0.2769, 0.2768], "symbols": ["C", "C", "C", "N", "C", "O", "C", "H", "H", "H", "H", "H", "H", "H"], "xyz": [[1.66579, -0.50896, 0.80352], [0.32978, -0.19211, 0.23543], [-0.91042, -0.66940, 0.66016], [-2.04307, -0.23879, -0.13477], [-1.50230, 0.57083, -1.11672], [-2.10960, 1.10438, -2.02563], [0.03600, 0.68817, -0.92587], [2.27585, -1.02890, 0.05294], [1.58915, -1.15489, 1.68315], [2.21272, 0.40125, 1.07697], [-1.05169, -1.47242, 1.38131], [-1.26649, 0.33498, 1.11404], [0.36481, 1.72779, -0.80372], [0.53362, 0.31283, -1.83053]], "nbo_charge": [-0.6639, 0.1864, -0.3375, -0.5447, 0.6073, -0.5912, -0.6081, 0.2431, 0.2297, 0.2363, 0.2485, 0.4520, 0.2645, 0.2775]}

=====

{"formula": "C5H7NO", "method": "ωB97M-V/def2-TZVPD", "e_above_lowest_kj_mol": 536.67, "total_charge": 0, "homo_energy_ev": -8.739, "energy_ev": -8830.641, "homo_lumo_gap_ha": 0.3552, "symbols": ["C", "N", "C", "O", "C", "C", "C", "H", "H", "H", "H", "H", "H", "H"], "xyz": [[-1.49829, 1.50457, -1.50012], [-0.70478, 0.28185, -1.45698], [-0.04688, 0.01468, -0.43131], [0.12082, 0.75703, 0.77843], [1.06405, -0.21262, 1.24831], [0.31306, -1.87992, 1.18215], [0.86184, -1.09375, 0.04168], [-1.28625, 2.02989, -2.43954], [-2.56091, 1.22863, -1.50881], [-1.31891, 2.18621, -0.65614], [2.03292, 0.12369, 1.61748], [0.21647, -0.94763, 2.09037], [1.13002, -2.49890, 1.59034], [1.67686, -1.49375, -0.55584]], "nbo_charge": [-0.4416, -0.4401, 0.5613, -0.5079, 0.0256, -0.4033, -0.3612, 0.2059, 0.2099, 0.1919, 0.2352, 0.2944, 0.1811, 0.2488]}

=====

{"formula": "C5H7NO", "method": "ωB97M-V/def2-TZVPD", "e_above_lowest_kj_mol": 57.52, "total_charge": 0, "homo_energy_ev": -8.433, "energy_ev": -8835.607, "homo_lumo_gap_ha": 0.3430, "symbols": ["C", "C", "C", "N", "C", "O", "C", "H", "H", "H", "H", "H", "H", "H"], "xyz": [[1.35326, 1.29813, -0.59946], [0.47507, 0.18936, -0.14056], [0.44757, -0.38391, 1.06475], [-0.64668, -1.28195, 1.18354], [-1.57817, -0.76850, 0.23469], [-2.75135, -0.56684, 0.39536], [-0.66991, -0.40279, -0.93360], [2.15081, 0.93458, -1.25399], [1.80513, 1.79663, 0.26378], [0.77666, 2.04792, -1.15533], [1.06087, -0.15859, 1.92926], [-0.93389, -1.57412, 2.10701], [-1.11206, 0.23189, -1.70297], [-0.37730, -1.36182, -1.39246]], "nbo_charge": [-0.6273, -0.0520, -0.0313, -0.6669, 0.7249, -0.5450, -0.5406, 0.2162, 0.2202, 0.2167, 0.2106, 0.3997, 0.2344, 0.2403]}